Record 1
Molecular formula: C41H31BrIN2PZn
Method: DFT, the ωB97M-V functional and the def2-TZVPD basis

The geometry in XYZ format:
```
78
C41H31BrIN2PZn (the ωB97M-V functional and the def2-TZVPD basis)
Zn 1.737 1.704 0.107
I -1.745 2.383 0.863
C -3.586 1.331 1.016
C -4.459 2.024 1.811
C -5.797 1.624 1.968
C -6.243 0.544 1.275
C -5.365 -0.207 0.457
C -5.902 -1.319 -0.229
C -5.111 -2.117 -0.995
C -3.738 -1.839 -1.060
C -3.154 -0.762 -0.430
P -1.287 -0.747 -0.429
C -1.061 -2.390 0.379
C -1.131 -2.369 1.773
C -0.961 -3.529 2.513
C -0.701 -4.730 1.867
C -0.641 -4.764 0.482
C -0.825 -3.604 -0.260
C -0.849 -1.049 -2.187
C -1.647 -0.684 -3.271
C -1.172 -0.798 -4.572
C 0.110 -1.268 -4.812
C 0.927 -1.604 -3.740
C 0.456 -1.482 -2.443
C -3.974 0.132 0.332
H -4.120 2.920 2.314
H -6.457 2.193 2.611
H -7.278 0.230 1.337
H -6.960 -1.527 -0.115
H -5.514 -2.977 -1.515
H -3.106 -2.525 -1.606
H -1.311 -1.427 2.279
H -1.014 -3.492 3.594
H -0.543 -5.635 2.440
H -0.454 -5.701 -0.030
H -0.784 -3.663 -1.339
H -2.650 -0.314 -3.101
H -1.810 -0.516 -5.401
H 0.473 -1.364 -5.827
H 1.938 -1.953 -3.914
H 1.110 -1.716 -1.610
Br 3.838 0.013 -0.985
C 3.664 -1.157 0.518
C 4.517 -2.219 0.543
C 4.509 -3.089 1.650
C 3.667 -2.844 2.694
C 2.783 -1.738 2.675
C 1.954 -1.475 3.790
C 1.127 -0.393 3.786
C 1.063 0.442 2.649
C 1.815 0.235 1.513
C 2.732 -0.859 1.550
H 5.202 -2.388 -0.277
H 5.193 -3.928 1.675
H 3.668 -3.488 3.566
H 2.006 -2.139 4.646
H 0.502 -0.176 4.645
H 0.387 1.287 2.699
C 4.188 5.684 1.311
C 4.229 4.511 2.053
C 3.482 3.408 1.650
C 2.677 3.430 0.502
C 2.658 4.628 -0.219
C 3.399 5.739 0.171
H 4.765 6.547 1.621
H 4.836 4.454 2.949
H 3.537 2.503 2.250
H 2.051 4.706 -1.117
H 3.355 6.652 -0.414
N -0.027 2.963 -3.689
C 1.323 3.079 -3.932
C 1.930 2.588 -2.822
N 0.976 2.167 -1.918
C -0.188 2.408 -2.470
H -0.767 3.226 -4.314
H 1.716 3.498 -4.841
H 2.983 2.516 -2.602
H -1.153 2.202 -2.038
```

Properties
- 2S+1: 1
- E_LUMO: 0.02 eV
- HOMO-LUMO gap: 7.60 eV
- E_HOMO: -7.6 eV

=====

Record 2
Molecular formula: C41H31Cl2MgN3O4P2S5
Method: DFT, the ωB97M-V functional and the def2-TZVPD basis

The geometry in XYZ format:
```
89
C41H31Cl2MgN3O4P2S5 (the ωB97M-V functional and the def2-TZVPD basis)
Mg 0.092 -0.238 0.593
S 0.040 -2.645 1.886
P 1.308 -2.534 0.317
C 0.993 -1.517 -1.022
P -0.577 -1.846 -1.676
S -2.060 -0.755 -0.887
C -0.516 -1.612 -3.488
C 0.707 -1.637 -4.146
C 0.755 -1.549 -5.531
C -0.420 -1.434 -6.262
C -1.644 -1.402 -5.605
C -1.692 -1.492 -4.221
C -1.067 -3.627 -1.651
C -1.945 -4.101 -0.679
C -2.228 -5.459 -0.587
C -1.636 -6.355 -1.464
C -0.757 -5.892 -2.436
C -0.471 -4.538 -2.525
C 2.900 -1.867 0.955
C 3.405 -0.507 0.551
C 4.575 -0.035 1.435
C 5.348 -1.042 2.219
C 4.838 -2.250 2.429
C 3.557 -2.628 1.840
C 1.808 -4.263 -0.111
C 1.332 -5.391 0.539
C 1.735 -6.660 0.130
C 2.612 -6.808 -0.933
C 3.094 -5.680 -1.591
C 2.690 -4.419 -1.183
H 1.610 -1.688 -3.548
H 1.710 -1.560 -6.043
H -0.383 -1.353 -7.342
H -2.561 -1.301 -6.175
H -2.639 -1.439 -3.696
H -2.397 -3.394 0.002
H -2.906 -5.819 0.179
H -1.851 -7.416 -1.388
H -0.282 -6.592 -3.113
H 0.223 -4.180 -3.275
H 3.506 -0.413 -0.530
H 5.279 0.597 0.879
H 6.316 -0.745 2.614
H 5.379 -2.988 3.012
H 3.131 -3.585 2.117
H 0.641 -5.266 1.365
H 1.346 -7.536 0.638
H 2.910 -7.799 -1.259
H 3.774 -5.789 -2.429
H 3.044 -3.531 -1.697
Cl -0.229 3.243 3.074
C -1.724 2.547 2.438
Cl -1.722 0.768 2.442
H -1.861 2.891 1.421
H -2.527 2.865 3.088
S 0.555 4.915 -7.660
C 0.846 4.242 -6.150
S 0.023 2.811 -5.644
C 0.909 2.782 -4.082
N 1.712 3.805 -4.010
N 1.684 4.614 -5.149
C 2.592 5.711 -5.099
C 3.384 5.846 -3.949
C 4.284 6.890 -3.834
C 4.426 7.825 -4.851
C 3.650 7.687 -5.990
C 2.739 6.645 -6.124
S 0.668 1.545 -2.974
H 3.270 5.119 -3.163
H 4.884 6.970 -2.934
H 5.129 8.644 -4.758
H 3.749 8.399 -6.802
H 2.145 6.560 -7.017
O 3.702 0.768 2.248
C 2.613 0.691 1.235
O 1.403 0.423 1.708
C 2.647 2.066 0.508
C 3.796 2.853 0.498
C 3.793 4.155 0.010
C 2.618 4.733 -0.431
C 1.470 3.964 -0.393
C 1.482 2.650 0.029
N 0.196 4.586 -0.751
O -0.830 4.004 -0.449
O 0.217 5.678 -1.286
H 4.712 2.462 0.915
H 4.712 4.729 0.001
H 2.565 5.755 -0.777
H 0.548 2.116 0.016
```

Properties
- 2S+1: 1
- Total charge: -2
- E_LUMO: 4.06 eV
- HOMO-LUMO gap: 6.34 eV
- E_HOMO: -2.3 eV